{"formula": "C22H25BrN2O9P2Pd", "method": "ωB97M-V with the def2-TZVPD basis set", "de_lowest_kj_mol": 0.0, "max_force_ev_per_a": 0.7, "orbital_gap_ev": 6.6723, "symbols": ["Pd", "C", "C", "O", "P", "O", "O", "O", "P", "O", "O", "O", "H", "H", "H", "H", "H", "H", "H", "Br", "C", "C", "C", "C", "C", "N", "H", "H", "H", "H", "C", "C", "C", "C", "C", "C", "N", "C", "C", "C", "C", "C", "C", "C", "O", "O", "C", "C", "H", "H", "H", "H", "H", "H", "H", "H", "H", "H", "H", "H", "H", "H"], "positions_angstrom": [[-0.2649, 0.3599, 2.4589], [-2.0899, -2.3175, 5.4503], [-2.5004, -0.9392, 4.9650], [-3.7244, -0.5534, 5.5940], [-2.8257, -0.9238, 3.1570], [-3.4588, 0.4849, 2.8669], [-3.9899, -1.9380, 2.8340], [-1.6002, -1.2690, 2.3662], [-1.1785, 0.3255, 5.1668], [-0.8945, 0.4275, 6.7339], [-1.8140, 1.5995, 4.6956], [0.0621, -0.2011, 4.4581], [-2.8886, -3.0359, 5.2650], [-1.9029, -2.2759, 6.5232], [-1.1875, -2.6476, 4.9375], [-3.6947, 0.3927, 5.7878], [-2.9736, 1.1717, 3.3967], [-4.8362, -1.6572, 3.2077], [0.0288, 0.2663, 6.9610], [2.9826, 0.0407, 1.9206], [2.3332, 1.7565, 2.2940], [3.1741, 2.8536, 2.1973], [2.6646, 4.0992, 2.5112], [1.3457, 4.2139, 2.9245], [0.5710, 3.0764, 2.9862], [1.0615, 1.8680, 2.6710], [4.1962, 2.7162, 1.8799], [3.2964, 4.9743, 2.4371], [0.9155, 5.1684, 3.1888], [-0.4621, 3.0875, 3.3061], [3.1655, -3.9366, -5.1336], [1.9571, -3.0374, -5.0744], [0.9873, -3.1368, -6.0670], [-0.1446, -2.3395, -6.0295], [-0.3212, -1.4286, -5.0038], [0.6539, -1.2958, -4.0174], [0.5146, -0.4167, -2.9326], [-0.2012, 0.7567, -2.8755], [-0.4867, 1.5054, -4.0295], [-1.1822, 2.6934, -3.9540], [-1.6153, 3.1920, -2.7292], [-1.3091, 2.4854, -1.5841], [-0.6029, 1.2817, -1.6261], [-0.2595, 0.5981, -0.3418], [-0.7167, 1.1920, 0.7228], [0.4445, -0.4088, -0.2917], [1.7999, -2.1059, -4.0444], [2.8217, -1.9524, -2.9496], [3.0796, -4.6333, -5.9663], [3.2790, -4.5195, -4.2180], [4.0862, -3.3651, -5.2712], [1.1176, -3.8559, -6.8665], [-0.9056, -2.4406, -6.7930], [-1.2269, -0.8417, -4.9483], [0.7648, -0.7673, -2.0128], [-0.1310, 1.1522, -4.9862], [-1.3811, 3.2445, -4.8651], [-2.1686, 4.1195, -2.6730], [-1.6146, 2.8542, -0.6155], [3.0278, -0.8969, -2.7636], [3.7581, -2.4462, -3.1962], [2.4644, -2.3742, -2.0050]], "forces_ev_per_angstrom": [[0.398, -0.438, 0.385], [-0.001, -0.028, -0.014], [0.043, 0.001, -0.111], [0.075, -0.054, 0.146], [-0.048, 0.103, -0.006], [-0.033, 0.102, 0.057], [0.094, -0.086, 0.037], [-0.128, 0.285, -0.213], [-0.248, 0.249, 0.069], [0.121, -0.169, 0.024], [-0.039, 0.030, 0.028], [-0.027, 0.249, -0.125], [0.000, -0.002, 0.005], [0.005, -0.002, -0.001], [0.000, -0.008, -0.005], [-0.042, 0.023, -0.112], [-0.012, -0.013, -0.008], [-0.001, -0.014, 0.001], [-0.013, -0.101, -0.012], [0.021, 0.009, -0.023], [0.008, -0.024, 0.097], [-0.009, -0.015, 0.020], [0.016, 0.015, 0.000], [-0.002, 0.009, 0.018], [-0.004, -0.017, 0.049], [-0.111, 0.093, -0.332], [0.002, -0.002, 0.003], [0.002, 0.000, 0.002], [-0.003, 0.000, -0.003], [-0.006, 0.009, -0.014], [-0.003, 0.001, -0.002], [0.002, -0.001, 0.004], [-0.003, -0.005, 0.007], [-0.001, 0.008, -0.002], [-0.002, -0.007, 0.009], [0.017, 0.033, 0.012], [-0.051, -0.024, -0.059], [0.043, -0.010, -0.027], [-0.002, -0.013, 0.004], [0.000, -0.005, -0.003], [0.006, -0.005, 0.006], [0.010, -0.016, 0.004], [-0.063, 0.001, 0.023], [0.100, 0.201, -0.027], [-0.140, -0.232, 0.020], [0.024, -0.130, 0.070], [0.013, 0.005, -0.013], [0.005, 0.001, -0.005], [0.002, 0.002, -0.002], [-0.002, -0.003, -0.001], [0.001, 0.001, 0.004], [0.000, 0.000, -0.001], [0.000, -0.001, 0.000], [-0.003, 0.021, 0.001], [-0.002, -0.009, 0.018], [-0.004, -0.018, -0.016], [0.000, -0.002, 0.000], [0.002, 0.001, 0.001], [-0.004, 0.002, 0.009], [-0.001, 0.000, 0.001], [0.001, -0.001, 0.000], [-0.002, 0.000, 0.000]]}

***

{"formula": "C2H4BrO2P", "method": "ωB97M-V with the def2-TZVPD basis set", "de_lowest_kj_mol": 26.6, "max_force_ev_per_a": 3.3, "orbital_gap_ev": 10.1502, "symbols": ["C", "C", "O", "O", "P", "Br", "H", "H", "H", "H"], "positions_angstrom": [[0.5166, -0.5309, -0.1136], [-0.6384, 0.3353, -0.1478], [0.5048, -1.7434, -0.3330], [1.6671, 0.0839, -0.1208], [2.8871, -1.1977, -0.2976], [4.4640, 0.2682, 0.1014], [-0.3072, 1.2715, 0.3210], [-1.4487, -0.1179, 0.4288], [-0.9996, 0.6311, -1.2115], [2.4979, -1.5468, 1.0888]], "forces_ev_per_angstrom": [[0.249, -1.988, -2.668], [-1.629, 2.021, -0.265], [-0.199, 0.445, 0.888], [1.131, -0.034, -0.065], [-1.605, 0.338, 1.516], [0.722, 0.224, 0.245], [-0.515, -0.065, -0.038], [-0.048, 0.191, -0.300], [0.792, -0.939, 1.721], [1.101, -0.192, -1.033]]}

***

{"formula": "C4H7NO", "method": "ωB97M-V with the def2-TZVPD basis set", "de_lowest_kj_mol": 646.4, "max_force_ev_per_a": 0.5, "orbital_gap_ev": [8.8056, 8.7322], "symbols": ["N", "C", "O", "C", "C", "C", "H", "H", "H", "H", "H", "H", "H"], "positions_angstrom": [[-0.9919, -1.7966, 1.7578], [-1.0420, -1.2048, 0.6490], [0.1126, -0.9175, -0.0064], [0.0566, -0.0687, -1.0892], [-0.5286, 1.1246, -1.0796], [2.7592, -0.0900, -0.4719], [-1.9349, -1.9939, 2.0842], [-1.9339, -0.8983, 0.0881], [0.5935, -0.4761, -1.9402], [-0.5163, 1.7325, -1.9777], [-1.0146, 1.5294, -0.1962], [2.6896, -0.3635, 0.6040], [2.7206, 1.0232, -0.4306]], "forces_ev_per_angstrom": [[-0.110, 0.180, -0.340], [-0.069, -0.084, 0.205], [-0.041, -0.093, 0.041], [-0.076, 0.274, -0.143], [0.062, -0.169, 0.010], [0.068, 0.348, 0.377], [0.075, 0.043, -0.001], [0.090, -0.036, 0.119], [-0.084, 0.073, 0.084], [0.026, -0.113, 0.129], [0.058, -0.116, -0.106], [-0.002, -0.088, -0.264], [0.003, -0.219, -0.110]]}

***

{"formula": "H2OTl", "method": "ωB97M-V with the def2-TZVPD basis set", "de_lowest_kj_mol": 98.3, "max_force_ev_per_a": 0.7, "total_charge": 3, "orbital_gap_ev": 5.8506, "symbols": ["Tl", "O", "H", "H"], "positions_angstrom": [[-4.8073, -23.4099, 0.1541], [-6.4706, -25.6962, 0.4341], [-6.5259, -25.9809, 1.4212], [-6.4320, -26.6030, -0.0640]], "forces_ev_per_angstrom": [[-0.140, -0.499, -0.075], [-0.483, 0.043, 0.479], [0.096, 0.142, -0.115], [0.527, 0.314, -0.289]]}